(1)
Molecular formula: C45H51IKN4O2
Method: DFT, wB97M-V/def2-TZVPD

The HOMO energy is -4.00 eV. The LUMO energy is 2.0563 eV. The net charge is -1.

```
104
Properties=species:S:1:pos:R:3:mulliken_charge:R:1
K 10.193 13.585 10.472 0.9793
C 5.379 14.151 9.108 -1.0000
C 6.060 15.515 9.030 0.8025
N 5.358 16.489 8.528 -0.7060
C 5.999 17.686 8.337 -0.7697
C 7.330 17.921 8.488 0.8676
C 7.802 19.290 8.164 -0.8608
O 8.734 19.210 7.028 -0.5320
C 8.131 16.836 8.992 -0.1334
C 9.559 16.913 8.826 -0.4415
N 10.442 15.978 9.057 0.1319
C 11.773 16.336 8.841 -0.5701
C 12.337 17.388 9.634 0.1584
C 13.637 17.796 9.492 -0.7845
C 14.478 17.109 8.616 -0.7019
C 13.976 16.052 7.882 -0.3240
C 12.645 15.686 7.985 0.1202
I 12.004 14.219 6.667 0.2053
C 7.462 15.608 9.375 -0.1421
O 8.059 14.615 9.889 -0.7273
H 4.367 14.139 8.750 0.3370
H 5.460 13.821 10.194 0.2300
H 5.986 13.455 8.576 0.1858
H 5.328 18.468 8.007 0.2822
H 8.398 19.713 9.004 0.2698
H 6.987 19.961 7.853 0.3919
H 8.832 20.097 6.611 0.2882
H 9.926 17.903 8.467 0.5677
H 11.699 17.849 10.381 0.4719
H 13.984 18.621 10.047 0.4399
H 15.492 17.474 8.555 0.3630
H 14.606 15.431 7.246 0.3670
C 13.343 14.039 11.286 -0.7012
C 13.688 12.579 11.080 3.2607
C 14.789 12.478 10.064 -1.8234
C 13.992 11.973 12.396 -0.3643
C 15.308 11.758 12.843 -0.5816
C 15.532 11.231 14.093 -1.1474
C 14.522 10.844 14.939 -0.7097
C 13.246 11.197 14.639 0.3185
C 12.136 11.194 15.675 1.4289
C 12.223 10.278 16.886 -1.8312
C 11.889 12.649 16.102 -1.5268
C 12.968 11.677 13.296 1.6788
N 11.652 12.166 13.127 -0.0692
C 10.586 11.477 13.039 -1.3239
C 10.414 10.017 12.830 0.4317
C 9.418 9.394 13.656 -0.6514
C 9.127 8.076 13.586 -1.1621
C 9.731 7.321 12.556 -0.3198
C 10.606 7.900 11.687 -1.1899
C 10.991 9.295 11.745 0.1042
N 11.778 9.896 10.842 1.4194
C 11.868 9.260 9.640 -0.9678
C 10.827 9.461 8.693 0.3110
C 10.952 8.978 7.400 -0.3014
C 12.026 8.163 7.034 -1.3350
C 13.084 7.976 7.946 -0.6214
C 13.038 8.594 9.178 0.5378
C 14.326 8.685 10.001 2.5463
C 15.623 8.802 9.203 -2.0110
C 14.380 7.630 11.133 -1.5100
C 9.623 10.249 9.062 2.6782
C 9.250 11.288 8.000 -1.6711
C 8.466 9.213 9.324 -1.4641
H 12.737 14.402 10.423 -0.7292
H 14.219 14.650 11.425 0.5594
H 12.761 14.181 12.216 0.1773
H 12.786 12.123 10.687 -1.0205
H 15.659 12.955 10.447 0.4739
H 14.500 13.087 9.145 0.1706
H 15.045 11.441 9.880 0.1758
H 16.184 11.991 12.252 0.3011
H 16.579 11.039 14.305 0.3105
H 14.645 10.398 15.931 0.3035
H 11.227 10.838 15.180 -0.4382
H 13.135 10.543 17.487 0.3636
H 12.441 9.233 16.607 0.3981
H 11.340 10.327 17.538 0.3783
H 12.807 13.031 16.564 0.2961
H 10.988 12.682 16.675 0.4158
H 11.771 13.173 15.206 0.4442
H 9.728 12.084 13.231 0.8518
H 9.009 10.048 14.431 0.4332
H 8.408 7.622 14.242 0.4020
H 9.528 6.260 12.466 0.3985
H 11.058 7.253 10.932 0.2722
H 10.129 9.064 6.685 0.2776
H 12.026 7.694 6.070 0.3974
H 13.948 7.426 7.710 0.4526
H 14.237 9.622 10.561 -1.3703
H 15.901 7.868 8.772 0.5264
H 16.456 9.199 9.829 0.3423
H 15.462 9.523 8.398 0.4342
H 14.239 6.652 10.632 0.2460
H 13.558 7.802 11.838 0.1614
H 15.324 7.608 11.619 0.5641
H 9.835 10.746 10.020 -1.1354
H 8.663 10.867 7.170 0.3740
H 10.157 11.760 7.567 0.1740
H 8.604 12.007 8.440 0.4488
H 8.015 8.765 8.412 0.3572
H 7.589 9.693 9.849 0.3314
H 8.795 8.373 9.954 0.2823
```



(2)
Molecular formula: C8H9ClF2N2
Method: DFT, wB97M-V/def2-TZVPD

The HOMO energy (alpha / beta) is -8.47 / -7.14 eV. The LUMO energy (alpha / beta) is 0.0887 / 0.2476 eV.

```
22
Properties=species:S:1:pos:R:3:mulliken_charge:R:1
C -0.359 -0.113 -0.947 -0.7316
C -1.949 1.180 0.307 0.2192
C 1.591 0.353 1.260 -0.9751
C -0.526 1.049 -0.088 0.6834
C 0.367 1.131 1.104 -0.1656
C 1.741 1.805 1.015 -0.0092
C 2.200 2.494 -0.251 0.0017
C -1.349 -2.055 -2.161 -0.8773
N -2.263 1.156 1.531 -0.5787
N -1.180 -0.901 -1.384 -0.0750
F 1.555 3.640 -0.539 -0.2264
F 2.308 1.780 -1.411 -0.2119
Cl -3.069 1.328 -1.097 -0.1827
H 2.066 -0.197 2.063 0.3067
H 1.987 -0.128 0.451 0.3475
H -0.454 1.949 -0.758 0.3454
H -0.297 1.352 2.017 0.3667
H 2.104 2.300 1.859 0.5266
H -1.816 -1.720 -2.995 0.3419
H -1.742 -2.850 -1.529 0.3002
H -0.467 -2.575 -2.680 0.3022
H -3.265 1.385 1.734 0.2920
```



(3)
Molecular formula: C3H9Cl3NSi
Method: DFT, wB97M-V/def2-TZVPD

The HOMO energy is -12.48 eV. The LUMO energy is -3.9051 eV. The net charge is +1.

```
17
Properties=species:S:1:pos:R:3:mulliken_charge:R:1
C -1.026 1.018 -1.682 -0.9833
C -0.307 1.325 0.699 -1.0365
C 0.010 -0.840 -0.546 -1.1070
N -0.797 0.339 -0.388 0.0008
Si 1.675 -1.782 1.606 0.8445
Cl 3.216 -0.509 1.414 -0.1323
Cl 0.480 -1.580 3.158 -0.1153
Cl 2.089 -3.623 0.955 -0.1074
H -1.388 0.230 -2.296 0.4239
H -1.723 1.870 -1.664 0.3429
H -0.193 1.432 -2.138 0.4242
H -0.857 2.170 0.670 0.4477
H -0.402 0.886 1.676 0.2715
H 0.610 1.598 0.472 0.4888
H -0.497 -1.806 -0.719 0.3920
H 0.844 -0.752 -1.173 0.4525
H -1.735 0.024 -0.044 0.3931
```